The following is a quantum chemistry calculation of a cluster of 2 separate species, C17H38NO4S in total, from the OMol25 dataset.

Geometry as ORCA input:
```
! wB97M-V def2-TZVPD RIJCOSX def2/J DEFGRID3
* xyz -1 1
C -3.71 -2.22 2.26
O -4.20 -2.08 3.58
C -4.63 -0.77 3.87
C -3.50 0.28 3.98
C -2.11 -0.28 4.29
C -1.03 0.11 3.27
C -0.83 1.62 3.12
C 0.41 1.97 2.29
C 0.19 1.73 0.80
C 1.39 2.10 -0.08
C 0.97 2.69 -1.42
C 2.15 3.28 -2.19
C 2.60 2.42 -3.38
C 1.69 2.60 -4.60
C 1.45 1.32 -5.38
N 2.71 0.72 -5.83
H -4.51 -2.56 1.59
H -3.29 -1.30 1.87
H -2.93 -2.98 2.27
H -5.19 -0.82 4.80
H -5.34 -0.44 3.10
H -3.48 0.88 3.06
H -3.79 0.97 4.77
H -2.15 -1.36 4.40
H -1.78 0.11 5.26
H -0.09 -0.34 3.58
H -1.28 -0.31 2.30
H -1.69 2.03 2.58
H -0.82 2.10 4.10
H 0.63 3.03 2.44
H 1.27 1.40 2.64
H -0.66 2.33 0.48
H -0.08 0.69 0.63
H 2.05 2.79 0.49
H 1.98 1.19 -0.24
H 0.24 3.49 -1.21
H 3.02 3.43 -1.53
H 1.86 4.27 -2.57
H 3.64 2.64 -3.66
H 2.56 1.38 -3.05
H 0.72 2.99 -4.27
H 2.12 3.34 -5.29
H 0.85 0.65 -4.76
H 0.86 1.54 -6.28
H 2.51 -0.17 -6.28
H 3.28 0.50 -5.02
O -0.41 -1.75 -0.64
S 0.58 -2.49 0.09
O 1.81 -1.88 0.47
O 0.88 -3.84 -0.71
C 1.19 -3.68 -2.12
C 2.60 -3.17 -2.35
C -0.16 -3.23 1.50
H 0.45 -3.02 -2.57
H 1.06 -4.67 -2.54
H 2.72 -2.15 -2.00
H 2.82 -3.20 -3.42
H 3.33 -3.80 -1.82
H -1.08 -3.73 1.20
H -0.37 -2.42 2.20
H 0.55 -3.93 1.94
*
```

Output
Total energy in Ha: -1424.33187
Orbital gap in eV: 3.25

The following is a quantum chemistry calculation of a structure of composition C17H3Br2Cl56FO5S2 in a non-equilibrium geometry, from the OMol25 dataset.

Geometry as ORCA input:
```
! wB97M-V def2-TZVPD RIJCOSX def2/J DEFGRID3
* xyz 0 1
C -2.79 -8.53 0.03
C -4.10 -8.44 1.06
Br -4.87 -10.12 1.83
C -4.63 -7.05 1.32
Br -6.23 -6.81 2.51
O -3.93 -5.92 0.63
S -3.83 -4.56 1.65
O -4.99 -3.61 1.16
O -2.30 -3.83 1.47
S -1.89 -3.59 -0.17
O -0.89 -4.67 -0.73
O -1.06 -2.24 -0.22
F -3.21 -3.38 -1.23
H -2.98 -7.70 -0.79
H -2.75 -9.54 -0.56
H -1.82 -8.27 0.63
C 2.09 -0.68 0.76
Cl 3.71 -0.25 1.37
Cl 1.75 0.27 -0.72
Cl 2.04 -2.41 0.37
Cl 0.87 -0.30 2.00
C 1.27 -2.52 -3.86
Cl 0.43 -2.54 -2.29
Cl 2.64 -1.38 -3.79
Cl 1.88 -4.16 -4.23
Cl 0.14 -2.01 -5.14
C -1.19 2.67 -3.01
Cl 0.00 1.45 -3.52
Cl -2.03 2.12 -1.54
Cl -0.35 4.21 -2.67
Cl -2.38 2.92 -4.32
C 2.34 5.11 -6.07
Cl 2.65 6.54 -5.05
Cl 1.23 5.57 -7.39
Cl 3.87 4.52 -6.75
Cl 1.59 3.83 -5.09
C -8.42 -10.49 -0.52
Cl -8.11 -9.07 0.51
Cl -9.53 -10.04 -1.84
Cl -6.89 -11.08 -1.20
Cl -9.17 -11.78 0.46
C -0.06 7.60 -10.65
Cl 1.56 8.02 -10.04
Cl -0.40 8.54 -12.12
Cl -0.11 5.86 -11.03
Cl -1.28 7.97 -9.41
C 1.45 2.96 4.97
Cl 2.18 2.79 6.59
Cl 1.84 4.56 4.31
Cl 2.10 1.70 3.90
Cl -0.32 2.77 5.10
C -2.72 7.19 -0.70
Cl -1.10 7.61 -0.09
Cl -3.06 8.13 -2.18
Cl -2.77 5.45 -1.08
Cl -3.94 7.56 0.54
C -5.50 2.58 0.50
Cl -7.17 2.10 0.91
Cl -4.49 1.12 0.31
Cl -5.50 3.50 -1.02
Cl -4.84 3.59 1.81
C 2.38 4.61 10.31
Cl 2.46 5.73 8.94
Cl 0.73 4.60 10.98
Cl 2.80 2.97 9.76
Cl 3.53 5.13 11.57
C 2.95 -0.76 11.97
Cl 2.81 -1.21 13.69
Cl 2.00 0.72 11.67
Cl 4.66 -0.46 11.57
Cl 2.32 -2.08 10.95
C 5.19 -1.88 4.95
Cl 5.05 -2.34 6.66
Cl 4.24 -0.40 4.65
Cl 6.90 -1.58 4.54
Cl 4.56 -3.21 3.93
C 2.87 3.31 -11.12
Cl 2.53 4.29 -9.67
Cl 2.71 4.32 -12.58
Cl 4.52 2.66 -11.03
Cl 1.70 1.96 -11.20
C 7.81 -0.03 0.75
Cl 9.43 0.39 1.37
Cl 7.47 0.91 -0.72
Cl 7.76 -1.77 0.37
Cl 6.59 0.34 2.00
*
```

Output
Total energy in Ha: -32840.30749
Orbital gap in eV: 7.03

Question: Which of these has the lowest total energy?
Answer: C17H3Br2Cl56FO5S2

Question: The highest total energy belongs to which entry?
Answer: C17H38NO4S